2 unconnected molecules or ions with the total composition C3H3NS2, computed with wB97M-V/def2-TZVPD.

ORCA input file:
```
! wB97M-V def2-TZVPD RIJCOSX def2/J DEFGRID3
* xyz 0 3
C 1.4813 -1.1438 0.7288
C 2.1711 -1.3328 -0.2751
C -0.9698 -0.1144 -0.3734
N -1.0703 -1.0997 0.1768
S -0.9800 1.2559 -1.2017
S -2.5235 2.2718 -0.3587
H 0.9537 -1.1860 1.7068
H 2.8316 -1.4757 -1.0973
H -1.8941 2.8245 0.6939
*
```

Results
* energy: -26312.656 eV
* lowest unoccupied orbital energy (alpha / beta): 0.0172 / -0.1473 Ha
* energy relative to the best compared isomer or geometry (same formula, charge and spin): 93.6 kcal per mole
* <S²>: 2.022
* gap between HOMO and LUMO (alpha / beta): 6.60 / 5.77 eV